{"formula": "C34H94N8O10", "method": "the ωB97M-V functional and the def2-TZVPD basis", "species": ["C", "O", "C", "C", "C", "N", "H", "H", "H", "H", "H", "H", "H", "H", "H", "H", "H", "C", "O", "C", "C", "C", "N", "H", "H", "H", "H", "H", "H", "H", "H", "H", "H", "H", "C", "O", "C", "C", "C", "N", "H", "H", "H", "H", "H", "H", "H", "H", "H", "H", "H", "C", "O", "C", "C", "C", "N", "H", "H", "H", "H", "H", "H", "H", "H", "H", "H", "H", "C", "O", "C", "C", "C", "N", "H", "H", "H", "H", "H", "H", "H", "H", "H", "H", "H", "C", "O", "C", "C", "C", "N", "H", "H", "H", "H", "H", "H", "H", "H", "H", "H", "H", "C", "O", "C", "C", "C", "N", "H", "H", "H", "H", "H", "H", "H", "H", "H", "H", "H", "C", "O", "C", "C", "C", "N", "H", "H", "H", "H", "H", "H", "H", "H", "H", "H", "H", "O", "C", "C", "O", "H", "H", "H", "H", "H", "H"], "coordinates": [[-1.856125, -31.161650, 7.792683], [-2.817424, -30.507580, 7.076595], [-2.735509, -29.073992, 6.968225], [-3.716990, -28.569651, 5.914837], [-3.494107, -29.200718, 4.534477], [-3.719113, -27.091642, 5.743039], [-1.866451, -32.244816, 7.449793], [-2.038244, -31.157943, 8.890141], [-0.848354, -30.753723, 7.646558], [-2.922144, -28.575538, 7.923744], [-1.752557, -28.688366, 6.660911], [-4.683112, -28.925685, 6.248852], [-2.725097, -28.786963, 3.920748], [-4.390532, -29.175652, 3.898601], [-3.269243, -30.233645, 4.608091], [-3.845344, -26.652014, 6.673884], [-2.853782, -26.755059, 5.345134], [-10.966813, -25.001291, 3.687787], [-10.032080, -25.840661, 4.155282], [-8.894798, -26.049393, 3.212505], [-7.758708, -26.457968, 4.132847], [-7.448259, -25.266463, 5.015583], [-6.572445, -26.767013, 3.387142], [-10.597546, -24.007084, 3.492311], [-11.625594, -24.990296, 4.499598], [-11.364204, -25.355627, 2.767573], [-9.117682, -26.785380, 2.429000], [-8.575639, -25.077630, 2.798170], [-8.080165, -27.202744, 4.825792], [-6.409078, -25.335463, 5.420012], [-8.115974, -25.326277, 5.904277], [-7.590782, -24.339488, 4.447002], [-6.593935, -27.632614, 2.839098], [-5.748417, -26.913768, 4.001023], [-9.911392, -28.349820, -1.266606], [-9.821722, -29.436423, -0.365403], [-8.579751, -29.324002, 0.272690], [-8.691643, -30.087671, 1.540024], [-9.816424, -29.672044, 2.424951], [-7.507320, -29.912611, 2.294156], [-9.823628, -27.312644, -0.811918], [-10.919512, -28.392869, -1.770202], [-9.128999, -28.470131, -2.027061], [-7.788158, -29.735175, -0.373932], [-8.320907, -28.315150, 0.527615], [-8.818518, -31.115697, 1.237976], [-9.610533, -28.791066, 3.042696], [-10.132607, -30.494448, 3.058933], [-10.626786, -29.270535, 1.873483], [-6.724291, -30.231236, 1.714833], [-7.400685, -30.574439, 3.050499], [-6.818399, -24.852220, -2.108843], [-7.026141, -24.134681, -0.959913], [-8.032886, -23.189895, -1.158279], [-8.282931, -22.439175, 0.123872], [-9.308858, -21.348566, 0.090017], [-7.088843, -21.681923, 0.507141], [-6.585766, -24.203634, -3.013099], [-7.806906, -25.316020, -2.345826], [-5.975279, -25.599890, -2.026164], [-7.811454, -22.460600, -1.967598], [-8.987671, -23.647626, -1.460894], [-8.579090, -23.182890, 0.861224], [-9.060022, -20.721977, -0.797885], [-9.268474, -20.721547, 0.952878], [-10.308814, -21.660499, -0.188420], [-6.268456, -22.307201, 0.434058], [-7.093375, -21.330239, 1.473979], [0.409678, -21.583190, -3.104494], [-0.235528, -22.797042, -3.228422], [-0.307111, -23.578717, -2.049723], [-1.346565, -24.689514, -2.203827], [-2.763413, -24.178277, -2.449960], [-1.330023, -25.619301, -1.087277], [1.435512, -21.738945, -2.716073], [-0.117966, -20.998462, -2.334242], [0.353161, -21.050339, -4.072412], [0.688563, -24.095268, -1.831261], [-0.640582, -22.910817, -1.182431], [-0.983344, -25.237425, -3.067887], [-2.748780, -23.047847, -2.633327], [-3.405778, -24.398522, -1.588081], [-3.274110, -24.639204, -3.294867], [-0.326753, -25.982025, -1.108836], [-1.364637, -25.136067, -0.154327], [1.371165, -24.058930, 1.030124], [0.248786, -24.496843, 1.744234], [0.139965, -23.907700, 3.066588], [-0.924584, -24.451831, 3.947833], [-0.629194, -24.053530, 5.407484], [-1.088892, -25.889719, 3.907362], [1.315559, -24.547455, 0.027119], [2.257860, -24.467346, 1.504234], [1.363041, -23.012211, 0.988972], [1.130320, -23.936717, 3.548681], [-0.060491, -22.826559, 2.877238], [-1.865430, -24.076713, 3.618679], [-0.844078, -23.086133, 5.813787], [0.433654, -24.297616, 5.542503], [-1.227380, -24.695348, 6.080927], [-1.280425, -26.148724, 2.930341], [-0.162427, -26.267910, 4.115462], [-3.781709, -33.543397, 0.632715], [-2.938867, -32.562925, -0.010764], [-2.868740, -31.267488, 0.431382], [-2.060827, -30.401524, -0.580317], [-0.562921, -30.384481, -0.258998], [-2.473896, -29.008242, -0.513564], [-4.278996, -34.153515, -0.150309], [-4.590447, -32.977457, 1.128534], [-3.140984, -34.161819, 1.253300], [-3.889619, -30.864047, 0.417796], [-2.432965, -31.170838, 1.469319], [-2.144647, -30.855192, -1.598603], [-0.114842, -29.789370, -1.066120], [-0.063571, -31.358990, -0.319897], [-0.256056, -29.914523, 0.697791], [-1.833553, -28.421048, -1.084972], [-3.466029, -28.897919, -0.779692], [-4.199302, -23.322769, 4.132456], [-3.228270, -22.545662, 4.850242], [-3.425779, -22.599126, 6.252894], [-4.816749, -22.150666, 6.665886], [-5.192937, -20.641292, 6.476251], [-5.085613, -22.702867, 8.026379], [-3.791832, -23.376601, 3.174291], [-5.196719, -22.911437, 3.957957], [-4.303232, -24.375401, 4.512489], [-3.199976, -23.615748, 6.688130], [-2.681674, -21.922629, 6.643353], [-5.402328, -22.694593, 5.924577], [-4.945912, -20.309965, 5.418220], [-4.624255, -20.114628, 7.250580], [-6.240439, -20.502626, 6.619144], [-4.877253, -21.981022, 8.750051], [-6.061129, -22.896155, 8.197702], [-2.249266, -26.828476, 1.534425], [-3.628915, -26.666818, 1.872392], [-4.332602, -25.852068, 0.789942], [-4.449677, -26.537848, -0.434875], [-2.195949, -27.508062, 0.850926], [-4.117098, -27.644218, 1.903581], [-3.657055, -26.253828, 2.912377], [-3.777851, -24.846976, 0.694024], [-5.350732, -25.650196, 1.128201], [-3.497667, -26.530698, -0.689331]], "forces_ev_per_a": [[1.0, -1.7, 0.9], [-1.1, 1.7, -1.1], [0.6, 0.0, -0.2], [0.2, 0.1, -1.0], [-1.0, 0.0, -0.1], [-0.8, -0.6, 1.5], [0.1, 1.2, 0.5], [-0.1, 0.1, -0.4], [0.0, 0.0, -0.2], [-0.3, -0.2, 0.2], [0.3, -0.6, 0.0], [-0.6, 0.3, 0.1], [0.8, 0.8, -0.1], [-0.1, 0.3, 0.4], [0.3, -1.2, 0.4], [0.1, -0.2, -0.9], [0.4, 0.0, -0.2], [-0.2, 0.9, -0.6], [3.9, -2.1, -0.9], [-0.6, 0.3, 1.8], [0.4, 0.7, -0.1], [0.3, 0.0, 1.4], [1.7, -0.8, -0.5], [0.3, 0.8, 0.0], [-1.9, 0.5, 0.7], [-1.0, -0.3, -0.9], [-0.2, 0.2, 0.2], [-0.5, -0.3, -0.3], [-0.5, -1.2, 0.2], [-0.6, 0.1, -0.4], [0.3, 0.5, -0.7], [0.2, 0.0, 0.4], [-0.7, 0.3, 0.2], [-0.8, 0.4, -0.2], [-1.4, 0.5, -1.0], [0.0, 1.4, -0.4], [0.0, -0.7, 0.0], [-0.4, -0.7, 0.4], [-0.7, 0.8, 0.7], [3.1, -0.3, 0.1], [0.0, -1.3, -0.1], [1.0, -0.1, 0.5], [-0.1, 0.3, -0.1], [0.0, 0.1, 0.1], [0.1, 1.0, -0.1], [-0.4, -0.7, -0.1], [0.7, -0.4, 0.2], [-0.2, 0.0, 0.1], [-1.2, -0.4, -0.8], [0.1, 0.5, -0.1], [-0.6, 0.0, 0.5], [0.1, -1.1, -2.3], [0.5, 0.8, 0.9], [-0.9, 1.2, -0.2], [0.4, 0.7, 1.2], [-0.7, 0.2, -3.0], [1.8, -1.0, 0.2], [-0.1, -0.4, 1.0], [0.8, -0.4, -0.2], [-1.2, 0.8, 0.3], [0.4, -0.3, 0.2], [0.1, -0.3, 0.0], [0.1, -0.3, 0.3], [0.1, 0.0, 0.7], [-0.2, 0.2, 0.6], [-0.5, -0.4, 0.6], [-0.5, 0.5, 0.1], [-0.3, -0.4, -0.6], [0.2, 0.6, 0.8], [-0.7, -1.6, -0.3], [0.1, 0.6, 0.9], [-0.1, 0.5, -0.6], [-0.2, 1.7, 0.0], [2.2, -0.4, 1.0], [-0.1, 0.3, -0.5], [0.1, 0.3, -0.2], [0.3, -0.4, 0.6], [-1.0, 1.0, -0.2], [0.7, -0.7, -0.7], [-0.2, -0.3, -0.3], [-0.1, -1.5, 0.2], [0.2, 0.3, 0.0], [0.3, 0.0, -0.1], [-1.7, 0.1, 0.4], [-0.2, -0.4, -1.0], [-0.3, -2.4, -0.3], [-1.2, -0.5, 1.1], [1.4, 1.6, -1.8], [-0.7, -0.1, 0.9], [0.1, -1.4, 0.2], [0.8, -0.5, -0.3], [0.0, 0.7, 0.7], [0.5, 0.3, 0.2], [0.4, 1.7, -0.4], [0.0, -0.3, 0.0], [0.1, -0.3, 0.4], [-0.7, 0.6, -0.1], [0.1, 0.9, -0.7], [-0.2, 0.1, 0.5], [0.4, -0.1, -0.5], [0.1, -0.2, 0.5], [-0.2, -0.4, 0.0], [-0.1, 1.6, -0.9], [0.5, -2.0, -1.1], [-0.3, 1.3, 0.5], [1.0, -0.8, 0.7], [0.8, 0.0, -0.4], [-0.5, 0.4, -0.3], [0.6, 0.3, 0.3], [0.3, -0.6, 0.4], [-0.4, -0.1, 0.5], [-0.1, 0.3, 0.4], [-0.4, 0.0, -0.8], [-0.3, 0.2, 0.7], [0.2, 0.0, 0.2], [-0.4, 0.0, 0.0], [-0.6, -0.2, -0.4], [-1.0, -0.5, 0.3], [0.9, 0.3, -0.1], [0.3, -0.8, 0.7], [-1.4, -0.4, 0.1], [0.5, 0.1, 0.4], [-1.0, -0.4, 0.0], [1.8, -1.2, -0.8], [0.3, 1.3, 0.4], [0.7, -0.3, -1.8], [0.0, 0.4, 0.6], [0.1, 0.9, 0.0], [-0.5, 0.8, -0.6], [0.4, 0.3, 0.3], [-0.7, -0.2, 0.6], [0.0, -0.2, 1.4], [-0.1, 0.5, -0.4], [-0.8, 0.1, 0.3], [0.1, -0.7, -0.8], [-0.3, -0.1, -0.4], [-0.3, 0.1, 0.1], [0.2, -0.1, 0.0], [-0.4, 1.6, 1.6], [1.8, 0.1, -0.1], [0.1, -0.5, -0.1], [0.0, -0.1, 0.1], [-0.2, 0.0, -1.0], [-0.7, -1.2, -0.1], [0.0, 0.2, 0.1], [-0.6, -0.3, -0.7]], "de_lowest_kj_mol": 287.95, "orbital_gap_ha": 0.340, "smiles": "COC[C@H](C)N.COC[C@H](C)N.COC[C@H](C)N.COC[C@H](C)N.COC[C@H](C)N.COC[C@H](C)N.COC[C@H](C)N.COC[C@H](C)N.OCCO", "lumo_ev": 0.54, "total_charge": 0, "e_tot_ev": -69171.4354}